(1)
Here is a molecular structure, C8H15N2O from the OMol25 dataset. Energies are from ωB97M-V with the def2-TZVPD basis set.

The geometry in XYZ format:
```
26
Properties=species:S:1:pos:R:3:nbo_charge:R:1
C -2.8441 -0.3155 -0.5084 0.86
C 1.8440 -1.2147 -0.4204 -0.02
C 1.1263 0.5937 -0.9032 0.16
C 1.9395 0.1357 0.0732 0.04
C 1.2727 -2.3554 0.4302 -0.62
C 0.5651 1.9547 -1.3039 -0.66
C 2.5218 0.8304 1.2114 -0.66
C -4.9524 0.6854 0.3215 -0.43
N -3.8162 -0.1170 0.1039 -0.45
N 0.8422 -0.7302 -1.4734 -0.56
O -1.7217 -0.4979 -0.7727 -0.65
H 2.8216 -1.5534 -0.7862 0.23
H 0.3421 -2.0924 0.9194 0.22
H 1.9627 -2.6542 1.2074 0.24
H 1.0897 -3.0957 -0.2180 0.22
H 0.4575 2.5560 -0.5002 0.24
H -0.4169 1.9131 -1.8816 0.24
H 1.1779 2.4593 -2.0160 0.24
H 2.8470 1.7058 0.8119 0.24
H 3.3084 0.4236 1.7382 0.24
H 1.7053 0.8235 1.9658 0.25
H -5.1339 1.1078 -0.7793 0.23
H -5.7386 0.1215 0.8311 0.24
H -4.5485 1.5743 0.8954 0.23
H 0.9826 -0.9182 -2.5111 0.43
H -0.1772 -0.9869 -1.3545 0.48
```

The calculation puts the orbital gap at 10.54 eV. Its net charge is +1. The value obtained for the relative energy (zero: lowest compared OMol25 entry of this formula, charge and spin) is 73.53 kcal/mol. Its calculated total energy is -498.251056 Ha.

(2)
Here is a molecular structure, C8H11Br2NO from the OMol25 dataset. Energies are from ωB97M-V with the def2-TZVPD basis set.

The geometry in XYZ format:
```
23
Properties=species:S:1:pos:R:3:lowdin_spin:R:1
C -2.1548 -0.4627 0.0803 0.42
C -1.0490 -1.4072 0.5217 0.05
C 0.5969 0.3455 -0.2861 0.10
C 0.1894 -1.1472 -0.2644 0.02
C -0.4130 1.1957 -0.3718 0.02
C -4.4534 -0.1070 -0.5174 0.62
C 1.4456 -1.9274 0.3472 0.01
C -0.3129 2.7117 -0.4592 0.00
N -1.7573 0.7537 -0.3124 0.14
O -3.3923 -0.7692 0.0727 0.22
Br -5.9600 -1.3197 -0.1149 0.12
Br -4.8289 1.6771 0.2395 0.24
H -0.8992 -1.2561 1.5779 0.02
H -1.2794 -2.5277 0.5272 0.00
H 1.6774 0.5467 -0.7301 0.01
H 0.0150 -1.3912 -1.2863 0.00
H 1.8078 -1.5824 1.3074 0.00
H 2.3486 -1.9737 -0.3922 0.00
H 1.2001 -2.9768 0.4794 0.00
H -0.2100 3.0953 -1.5146 0.00
H 0.5271 3.1002 0.1869 0.00
H -1.3563 3.1110 -0.0312 0.00
H -2.4898 1.5973 -0.4506 0.01
```

Its expectation value of S² is 2.013. The calculation puts the orbital gap (spin up / spin down) at 5.50 / 6.70 eV. As for the spin multiplicity: 3. Its net charge is 0. Its calculated total energy is -5589.247761 Ha.

(3)
Here is 3 unconnected molecules or ions with the total composition C6H10F3O4 from the OMol25 dataset. Energies are from ωB97M-V with the def2-TZVPD basis set.

The geometry in XYZ format:
```
23
Properties=species:S:1:pos:R:3:nbo_charge:R:1
O 2.3448 -2.6830 -0.3191 -0.82
H 1.5664 -1.6792 -0.9204 0.34
C 3.4875 -2.6164 0.2324 1.14
F 4.5244 -2.2882 -0.6135 -0.39
F 3.8730 -3.8017 0.8029 -0.39
F 3.5896 -1.6952 1.2515 -0.39
C 0.6869 -0.6768 -1.7484 -0.51
O -0.5362 -0.2173 -1.1836 -0.60
C -0.7418 -0.6203 0.1428 -0.08
C -2.0034 0.0055 0.7030 -0.08
O -1.8394 1.3292 1.1717 -0.52
C -1.8486 2.3208 0.1979 -0.17
C -1.8066 3.6906 0.8017 0.42
O -1.7863 3.9334 1.9848 -0.52
H 1.4504 0.1201 -1.6355 0.19
H 0.4309 -1.4765 -2.4689 0.19
H 0.1199 -0.3357 0.7770 0.18
H -0.8471 -1.7224 0.2013 0.17
H -2.8041 -0.0332 -0.0572 0.16
H -2.3307 -0.5812 1.5716 0.18
H -0.9940 2.2444 -0.5009 0.22
H -1.7785 4.5078 0.0464 0.09
H -2.7569 2.2753 -0.4375 0.18
```

The calculation puts the orbital gap at 7.03 eV. Its net charge is -1. The value obtained for the relative energy (zero: lowest compared OMol25 entry of this formula, charge and spin) is 12.28 kcal/mol. Its calculated total energy is -835.148735 Ha.

(4)
Here is 2 unconnected molecules or ions with the total composition C4H10O2 from the OMol25 dataset. Energies are from ωB97M-V with the def2-TZVPD basis set.

The geometry in XYZ format:
```
16
Properties=species:S:1:pos:R:3:nbo_charge:R:1
C -0.8172 -1.1611 -2.4459 -0.25
O -0.3003 -1.7599 -1.2817 -0.73
C -0.3576 0.2056 0.8823 -0.46
C 0.5624 0.7890 1.9051 0.08
C 1.0937 0.5115 0.5437 -0.47
O 0.4435 2.1338 2.2589 -0.70
H -1.8004 -1.6008 -2.6362 0.18
H -0.9456 -0.0785 -2.3322 0.16
H -0.1786 -1.3486 -3.3155 0.16
H -0.6902 -0.8238 0.9815 0.24
H -1.0913 0.8790 0.4467 0.22
H 0.8998 0.1243 2.7018 0.17
H 1.8285 -0.2837 0.4400 0.22
H 1.2714 1.3823 -0.0806 0.23
H 0.3823 -1.1684 -0.9387 0.47
H -0.3003 2.1993 2.8708 0.47
```

The calculation puts the orbital gap at 10.89 eV. Its net charge is 0. As for the structure (SMILES): OC1CC1.CO. The value obtained for the relative energy (zero: lowest compared OMol25 entry of this formula, charge and spin) is 49.22 kcal/mol. Its calculated total energy is -308.819719 Ha.

(5)
Here is 2 unconnected molecules or ions with the total composition CH5O2 from the OMol25 dataset. Energies are from ωB97M-V with the def2-TZVPD basis set.

The geometry in XYZ format:
```
8
Properties=species:S:1:pos:R:3:nbo_charge:R:1
O -0.6902 0.5838 2.2212 -1.02
H -0.3994 -0.3052 2.4979 0.45
C 0.3736 -0.1534 -1.1690 -0.18
O -0.3661 -0.4761 -0.1018 -0.98
H -0.1774 0.0247 -2.1503 0.06
H 1.1465 -0.9255 -1.4490 0.08
H 0.9397 0.8194 -1.1003 0.07
H -0.8267 0.4322 1.2513 0.52
```

The calculation puts the orbital gap at 7.45 eV. Its net charge is -1. The value obtained for the relative energy (zero: lowest compared OMol25 entry of this formula, charge and spin) is 4.12 kcal/mol. Its calculated total energy is -191.565602 Ha.

(6)
Here is a single C5H4O2S molecule from the OMol25 dataset. Energies are from ωB97M-V with the def2-TZVPD basis set.

The geometry in XYZ format:
```
12
Properties=species:S:1:pos:R:3:nbo_charge:R:1
C -1.5204 0.7084 0.1542 -0.69
C -0.1992 0.0496 0.0973 0.01
C 0.9633 0.7057 -0.4108 -0.30
C 2.0367 -0.2517 0.0382 0.44
C -0.2701 -1.5015 0.0501 0.38
H -2.2693 0.5854 -0.5196 0.26
H -1.4137 1.7365 0.2212 0.22
H -2.1581 0.3435 0.9307 0.25
H 1.5050 1.7763 -0.5221 0.29
O 3.2189 0.0804 0.1149 -0.52
O -1.3444 -2.1346 -0.1693 -0.51
S 1.4512 -2.0979 0.0151 0.16
```

The calculation puts the orbital gap at 8.85 eV. Its net charge is 0. As for the structure (SMILES): CC1=CC(=O)SC1=O. The value obtained for the relative energy (zero: lowest compared OMol25 entry of this formula, charge and spin) is 50.28 kcal/mol. Its calculated total energy is -741.506525 Ha.